1.
{
  "formula": "C18H26BClF7NO7P",
  "method": "ωB97M-V with the def2-TZVPD basis set",
  "orbital_gap_ev": 5.818,
  "charge": 1,
  "spin_multiplicity": 1,
  "homo_ev": -11.00,
  "symbols": ["C", "F", "C", "Cl", "C", "O", "H", "C", "C", "H", "C", "H", "H", "C", "B", "H", "O", "F", "H", "H", "H", "H", "H", "F", "H", "C", "H", "O", "H", "H", "O", "C", "P", "H", "F", "O", "O", "H", "H", "C", "C", "C", "H", "H", "O", "F", "H", "H", "C", "C", "H", "N", "H", "C", "H", "C", "F", "F", "H", "C", "H", "C"],
  "coordinates": [[-0.897222, 4.595226, -4.975112], [-0.701781, 0.405094, 1.071585], [-0.997256, -3.929561, -0.836628], [2.224646, -5.008431, -1.243569], [0.042603, -3.400014, 0.312248], [-4.368759, 6.249221, -2.998186], [4.753257, -4.093071, 2.199516], [3.716923, -2.761534, 4.572561], [-3.802288, 7.291091, -2.218672], [-2.216794, -2.171544, -1.882235], [-3.182879, 0.400451, 0.591643], [-4.493356, 7.523111, -1.404130], [3.291010, -2.021052, -1.104625], [1.623043, -3.919359, 0.135267], [0.636610, -0.942715, 3.890231], [5.723026, -2.943686, -0.437058], [-2.539415, 6.574364, -4.382321], [-2.245660, 0.546331, 2.916714], [-4.068941, 3.044238, -3.009188], [4.479141, -4.714029, 0.445022], [-0.620453, 5.424745, -5.628875], [-0.591468, -4.852518, -1.474064], [-0.252225, -1.971084, -1.826563], [-2.446642, -2.042716, 3.160414], [5.351140, -0.810475, 1.443696], [3.981071, -1.474351, -0.330739], [3.406596, -0.770198, 0.416282], [1.140907, 0.443854, 3.927840], [-0.759992, -0.771968, 5.420079], [-2.392780, 2.551379, -2.655660], [-0.088804, -1.448338, 5.108998], [2.680004, -3.371929, 1.259488], [-3.333546, 5.311897, -4.019171], [4.677463, -0.751065, -0.975837], [-3.082282, 1.909444, 0.613199], [-2.298175, 4.374529, -5.040098], [5.867578, -1.686361, 1.340965], [-0.565042, 4.793184, -3.953010], [-3.422665, 3.201509, -1.357114], [4.291407, -3.781666, 1.166464], [5.044136, -2.506645, 0.439481], [-1.172665, -2.697508, -1.931146], [3.969936, -0.991628, 3.145221], [-0.394398, 3.692521, -5.330601], [-2.695429, 4.578284, -2.691187], [-2.998638, -2.330739, 0.888722], [-2.042026, -4.314359, -0.405197], [0.329546, 1.017663, 4.112378], [0.814674, -1.945842, 2.578745], [-0.431344, -2.378128, 1.549572], [4.138892, -3.868200, 4.465472], [2.258336, -2.453848, 2.379533], [-1.076793, -3.173366, -3.021604], [-2.005474, -0.134059, 1.588879], [-2.842731, 6.993096, -1.787533], [-3.176341, 3.275057, -2.419807], [-4.582031, 0.126965, 1.092733], [-3.004639, 0.031895, -0.846030], [-3.682992, 8.190077, -2.828708], [3.363563, -1.972331, 3.343758], [3.609020, -2.348294, 5.682374], [-1.940604, -1.792617, 1.755588]],
  "atomic_forces_ev_per_a": [[0.44, 0.38, 0.29], [-4.22, -1.83, 1.64], [-0.22, -0.10, -0.39], [-1.25, 2.04, 2.52], [1.39, -0.23, 0.72], [-2.81, -2.75, -1.03], [-1.06, 1.00, -1.97], [-0.70, 0.58, -2.36], [0.59, 0.59, -0.13], [2.25, -0.87, 0.18], [-2.36, 3.47, -1.48], [-0.20, -0.33, -0.18], [1.17, 1.07, 1.73], [-1.07, 3.19, 4.05], [-0.82, 1.54, 3.34], [-1.26, 0.89, 2.19], [-1.20, -0.54, -0.66], [0.95, -2.35, -4.31], [0.03, -0.21, 0.15], [-1.04, 2.08, 1.63], [-0.10, 0.02, 0.20], [-0.37, 2.07, 1.94], [-2.09, -1.17, -0.18], [1.82, 0.56, -4.32], [1.45, -2.02, -0.29], [1.45, 0.34, -0.73], [0.85, -1.61, -1.37], [-2.92, -2.52, -0.77], [1.33, -1.02, -0.24], [-0.11, -0.08, -0.05], [0.57, 1.88, -3.65], [-1.93, -0.77, -1.04], [7.91, 5.94, 2.55], [-1.50, -1.57, 1.42], [-0.24, -5.24, -0.04], [-3.38, -2.12, -0.83], [-2.46, 0.57, -0.79], [-0.05, 0.07, -0.12], [-0.02, 0.06, -0.23], [-0.52, 0.06, -0.60], [-0.42, 0.80, -1.42], [0.35, -0.57, -0.94], [-2.42, -1.41, 0.51], [-0.31, -0.10, -0.03], [-0.91, -0.22, -0.28], [3.60, 1.39, 2.30], [2.46, 1.21, -0.66], [1.72, -0.77, -0.07], [0.15, -2.12, -2.75], [5.04, -1.82, -0.33], [-2.31, 1.94, 0.36], [-1.05, -1.72, -3.14], [-0.27, 1.05, 2.45], [1.10, 1.93, 0.94], [-0.07, 0.04, -0.13], [0.03, -0.54, 0.32], [5.44, 0.50, -2.04], [-0.74, 0.89, 5.39], [0.16, -0.18, 0.08], [0.27, -0.91, 3.70], [1.51, -0.21, -2.75], [-1.62, -0.25, 1.70]]
}

---

2.
{
  "formula": "C14H46NO14",
  "method": "ωB97M-V with the def2-TZVPD basis set",
  "orbital_gap_ev": [9.927, 3.262],
  "s_squared": 0.76,
  "charge": 2,
  "spin_multiplicity": 2,
  "homo_ev": [-14.65, -14.65],
  "symbols": ["C", "H", "O", "H", "O", "H", "H", "H", "C", "O", "H", "H", "H", "O", "H", "O", "C", "C", "C", "C", "H", "H", "H", "H", "C", "H", "C", "O", "C", "H", "H", "H", "H", "O", "C", "H", "H", "H", "C", "H", "O", "O", "H", "H", "H", "C", "N", "H", "H", "H", "H", "H", "H", "O", "H", "H", "C", "O", "H", "H", "H", "O", "H", "H", "H", "O", "H", "H", "H", "H", "O", "H", "H", "H", "C"],
  "coordinates": [[-1.621528, 0.846486, -3.204260], [-4.456838, 1.226716, -0.012820], [-0.093258, 2.366046, -2.073960], [1.379402, -1.780244, 2.348680], [-3.452208, -1.096044, 2.142020], [-4.054818, 0.802346, 2.446880], [-0.100898, -3.040114, -3.622130], [-1.418128, -4.136024, -3.966480], [-1.184148, -3.148674, -3.568380], [-1.749998, -2.256154, -4.473750], [3.189782, -0.024754, 1.414740], [-0.190148, -2.226464, -1.126570], [-3.586698, -0.177394, -0.451180], [-0.680528, -1.306154, 2.207560], [-1.111028, 3.431836, 3.608730], [1.226682, 3.344216, 0.903030], [0.281652, -3.297394, 1.237330], [-1.275178, 2.312336, -3.009170], [0.391642, -2.241024, 2.338090], [-1.729588, -2.989104, -2.167400], [-2.800378, -2.791054, -2.215090], [1.093792, 4.291666, 0.982300], [-1.598778, -1.402394, -4.061650], [0.266242, 3.244936, -2.215110], [4.099352, -1.436014, -1.982530], [0.342092, 1.122096, -0.864520], [2.884372, -1.378774, -2.945420], [-1.809498, 2.749736, 5.417780], [-1.378948, 2.488906, 4.085390], [0.434662, 1.702696, 3.180330], [4.513502, -2.440944, -1.900720], [-0.759258, -3.602334, 1.129520], [4.177072, 1.800436, 0.862400], [-0.990908, -1.889964, -1.535420], [-4.175618, 0.038146, 1.679090], [0.209112, 0.306976, -3.273100], [1.810612, -3.060374, 0.062360], [0.324682, -2.659664, 3.342260], [-0.085808, 1.663176, 4.137220], [2.283522, -2.261724, -2.727530], [-0.564098, 0.133206, -3.814900], [2.537872, 0.677186, 1.352250], [0.593612, 2.124686, 4.853810], [-2.523048, 1.978026, 0.937360], [2.548922, 3.046076, 2.447390], [2.545752, 3.110806, 1.359320], [0.194682, 0.521646, -0.065880], [-1.589698, -3.894174, -1.576310], [0.828182, 0.821426, 0.661380], [-0.847818, 2.766726, -3.903030], [3.219372, 3.898296, 1.021380], [0.280072, -0.457034, -0.300380], [-2.528338, 0.851956, -3.809050], [-0.303388, 0.313436, 4.430080], [2.876912, 1.864906, -0.355850], [-2.157868, 2.756806, -2.549360], [-3.672378, 0.560616, 0.346380], [0.877722, -2.836714, 0.026680], [3.786032, -1.113004, -0.989760], [3.308752, -1.509574, -3.940850], [5.891422, -0.826234, -1.857330], [2.062822, -0.278834, -2.823410], [-0.519088, -0.654904, 2.894150], [0.939112, -4.088274, 1.598370], [-0.753128, 0.679996, 0.245070], [-2.368678, 1.154846, 0.468180], [-1.924998, 0.509866, -2.212950], [2.536382, 0.490486, -3.148220], [-5.252998, -0.127234, 1.677180], [-1.667838, 2.023586, 6.029530], [5.212582, -0.658654, -2.515120], [-2.163248, 2.023976, 3.488050], [-2.549148, -0.971574, 1.841050], [-0.556808, 0.171806, 5.345130], [3.098342, 1.839896, 0.711130]],
  "atomic_forces_ev_per_a": [[-0.19, 1.72, 0.10], [0.37, 0.72, -0.12], [-1.45, -0.07, -0.89], [0.15, 0.34, -0.50], [-0.80, 0.10, -0.57], [0.07, 0.64, -0.09], [0.34, 0.36, 0.54], [-0.08, -0.09, 0.14], [-0.08, -1.86, -3.26], [-0.29, -1.44, 0.96], [0.09, 0.08, -0.01], [0.92, -0.90, 0.50], [0.07, -0.45, 0.35], [0.94, -0.13, -0.96], [-0.21, 0.27, 0.23], [-0.21, -0.01, -0.20], [1.20, 0.39, 2.05], [1.65, -0.74, 0.81], [-0.94, -0.12, 0.19], [1.13, 2.50, 2.88], [0.15, 0.38, 0.07], [-0.39, 0.09, -0.03], [0.88, 2.13, -0.11], [0.30, 0.08, 0.28], [0.42, 0.33, -1.09], [0.03, 0.44, -0.72], [1.96, -1.82, 0.48], [-0.35, 0.69, -0.53], [1.14, -0.35, 1.01], [-0.08, -0.13, -0.22], [-0.62, -0.40, -0.03], [0.19, -0.05, -0.37], [0.04, 0.23, -0.17], [-3.03, -0.87, -1.51], [0.62, -0.32, 0.44], [0.74, -0.37, 0.03], [0.05, 0.04, -0.18], [-0.15, -0.63, -0.07], [-0.30, 1.00, -0.53], [-0.18, -0.07, -0.01], [-1.25, -0.43, 0.08], [-0.31, 0.17, -0.15], [-0.03, 0.07, 0.20], [0.31, 0.30, 0.18], [0.27, -0.10, 0.06], [0.70, -0.65, -0.48], [-0.01, -0.11, -0.07], [0.31, -0.33, -0.43], [0.62, -0.48, 0.48], [-0.93, 0.13, -0.25], [-0.03, 0.27, 0.17], [0.44, -0.12, 0.24], [0.14, -0.37, -0.41], [0.04, -0.93, -0.11], [-0.04, -0.15, -0.13], [0.27, 0.61, -0.19], [-0.82, -0.38, 0.05], [-0.33, 0.33, -0.79], [0.02, 0.33, 0.21], [-0.20, 0.15, -0.27], [0.58, 0.32, -0.22], [-0.66, 1.26, 0.32], [-0.33, 0.47, 0.76], [-0.57, -0.61, -0.08], [-1.01, 0.11, 0.26], [-0.80, 0.30, -0.11], [0.27, -0.65, 0.16], [0.15, 0.25, -0.07], [0.07, -0.55, -0.31], [-0.03, -0.21, -0.25], [-1.49, -0.22, 0.81], [-0.07, -0.33, 0.00], [0.42, -0.28, 0.27], [0.00, -0.01, 0.07], [0.21, 0.16, 1.10]]
}

---

no.,energy (a.u.)
1,-2807.46006
2,-1668.37721